# 1
Molecular formula: C30H33N6O6Pb
Method: DFT, ωB97M-V with the def2-TZVPD basis set

Geometry as XYZ:
```
76
Properties=species:S:1:pos:R:3
Pb -0.145 -0.532 0.961
O -5.290 3.404 4.371
C -4.160 3.834 4.133
O -3.658 4.948 4.273
C -3.168 2.748 3.545
C -3.581 1.431 3.393
C -2.720 0.527 2.788
N -1.488 0.875 2.403
C -1.031 2.111 2.636
C -1.875 3.079 3.189
C 0.354 2.376 2.242
C 0.963 3.555 2.619
C 2.371 3.671 2.460
C 3.016 2.786 1.686
C 2.200 1.827 0.862
N 1.010 1.395 1.581
C -3.098 -0.870 2.581
C -4.439 -1.234 2.423
C -4.763 -2.567 2.287
C -3.744 -3.513 2.344
C -2.444 -3.058 2.468
N -2.119 -1.781 2.561
H -4.557 1.158 3.761
H -1.567 4.103 3.321
H 0.417 4.318 3.138
H 2.897 4.427 3.027
H 4.093 2.758 1.623
H 2.782 0.930 0.628
H -5.194 -0.465 2.381
H -5.790 -2.869 2.136
H -3.957 -4.568 2.282
H -1.617 -3.758 2.496
O -1.363 0.451 -1.129
C -1.065 0.453 -2.319
C -0.048 -0.271 -3.023
C -0.144 -0.288 -4.418
C 0.708 -1.049 -5.202
C 1.722 -1.816 -4.586
C 1.878 -1.773 -3.241
C 1.036 -0.985 -2.369
O 1.293 -0.956 -1.146
N 0.570 -1.093 -6.604
O 1.323 -1.826 -7.244
O -0.301 -0.406 -7.132
H -1.695 1.066 -2.997
H -0.924 0.283 -4.905
H 2.361 -2.418 -5.218
H 2.659 -2.347 -2.763
N 1.318 -2.600 1.836
C 1.728 -3.476 0.737
C 0.632 -4.459 0.309
C -0.220 -3.989 -0.872
N -1.121 -2.918 -0.489
H 2.124 -2.131 2.233
H 0.847 -3.112 2.573
H 2.618 -4.060 1.019
H 1.986 -2.825 -0.103
H -0.024 -4.673 1.155
H 1.108 -5.398 0.016
H -0.762 -4.863 -1.279
H 0.436 -3.618 -1.663
H -1.869 -3.265 0.098
H -1.523 -2.463 -1.299
C 4.069 2.953 -1.324
C 2.724 2.300 -1.628
C 2.128 2.892 -2.903
C 1.740 2.466 -0.475
H 4.688 2.971 -2.220
H 4.601 2.400 -0.554
H 3.922 3.973 -0.974
H 2.887 1.229 -1.790
H 1.983 3.965 -2.791
H 1.166 2.428 -3.104
H 2.777 2.708 -3.757
H 1.534 3.525 -0.312
H 0.800 1.974 -0.742
```

- charge = -1
- E_HOMO (eV) = -4.19
- calculated total energy (eV) = -58119.143

Just the Mulliken charges please, in e? Sure, here they are:
1 Pb 1.575
2 O -0.733
3 C 0.473
4 O -0.719
5 C -0.410
6 C -0.772
7 C 0.924
8 N -0.271
9 C 1.010
10 C -0.642
11 C -0.021
12 C -1.045
13 C -0.545
14 C -1.072
15 C 0.554
16 N -0.238
17 C 0.198
18 C -0.907
19 C -0.519
20 C -0.522
21 C -0.433
22 N -0.121
23 H 0.644
24 H 0.591
25 H 0.373
26 H 0.427
27 H 0.403
28 H 0.248
29 H 0.473
30 H 0.430
31 H 0.434
32 H 0.344
33 O -0.479
34 C -0.719
35 C 0.707
36 C -0.284
37 C -0.773
38 C -0.360
39 C -0.580
40 C 0.468
41 O -0.679
42 N 0.980
43 O -0.663
44 O -0.651
45 H 0.269
46 H 0.516
47 H 0.501
48 H 0.482
49 N -0.558
50 C -0.266
51 C -0.677
52 C -0.491
53 N -0.270
54 H 0.255
55 H 0.200
56 H 0.436
57 H -0.030
58 H 0.269
59 H 0.411
60 H 0.382
61 H 0.186
62 H 0.087
63 H 0.179
64 C -1.720
65 C 1.727
66 C -1.669
67 C -0.759
68 H 0.504
69 H 0.290
70 H 0.336
71 H -0.233
72 H 0.422
73 H 0.256
74 H 0.407
75 H 0.622
76 H -0.160

# 2
Molecular formula: C8H13N3O
Method: DFT, ωB97M-V with the def2-TZVPD basis set

Geometry as XYZ:
```
25
Properties=species:S:1:pos:R:3
C 2.498 -1.514 0.416
C 2.843 -0.273 0.163
C 4.116 0.264 0.747
O 2.066 0.732 -0.414
C 1.027 0.322 -1.277
C -0.439 0.392 -0.741
C -1.047 1.160 0.177
N -2.381 0.583 0.252
C -3.290 1.081 1.223
C -2.403 -0.434 -0.674
N -3.379 -1.486 -0.852
N -1.233 -0.586 -1.282
H 3.045 -2.227 1.080
H 1.571 -1.931 -0.028
H 4.817 0.587 0.011
H 4.600 -0.560 1.387
H 3.883 1.054 1.354
H 1.161 -0.716 -1.652
H 1.061 0.957 -2.169
H -0.692 2.087 0.688
H -3.758 0.339 1.832
H -2.714 1.799 1.860
H -4.261 1.611 0.780
H -4.179 -1.148 -1.337
H -2.912 -2.093 -1.543
```

- E_HOMO (eV) = -8.37
- SMILES = C=C(C)OCc1cn(C)c(N)n1
- calculated total energy (eV) = -15022.834

Just the Mulliken charges please, in e? Sure, here they are:
1 C -0.891
2 C 0.932
3 C -1.166
4 O -0.359
5 C -1.029
6 C 0.292
7 C -0.250
8 N 0.212
9 C -0.790
10 C 0.251
11 N -0.596
12 N -0.582
13 H 0.233
14 H 0.229
15 H 0.299
16 H 0.272
17 H 0.331
18 H 0.500
19 H 0.297
20 H 0.365
21 H 0.358
22 H 0.243
23 H 0.245
24 H 0.271
25 H 0.332

# 3
Molecular formula: C8H27N2O7Pb
Method: DFT, ωB97M-V with the def2-TZVPD basis set

Geometry as XYZ:
```
45
Properties=species:S:1:pos:R:3
Pb 3.305 10.932 -17.232
O 4.128 13.201 -17.127
H 3.354 13.746 -17.340
O 6.000 11.176 -16.277
H 6.548 11.105 -15.487
O 5.217 11.405 -19.169
H 4.943 11.343 -20.100
O 4.598 8.929 -17.528
H 4.338 8.170 -18.072
O 3.680 9.627 -14.872
H 3.201 8.941 -14.386
C 0.644 13.560 -16.408
C 0.558 12.648 -15.202
C -0.854 12.077 -14.969
O -1.267 11.240 -16.022
C -2.491 10.552 -15.879
N 1.603 11.538 -15.261
H -0.334 13.584 -16.904
H 1.431 13.313 -17.118
H 0.868 14.588 -16.107
H 0.894 13.240 -14.342
H -1.546 12.918 -14.807
H -0.840 11.437 -14.077
H -2.523 9.997 -16.815
H -3.365 11.200 -15.771
H -2.512 9.848 -15.039
H 1.915 11.328 -14.313
H 0.932 10.787 -15.425
C -0.549 10.548 -20.201
C 0.392 10.539 -18.998
C 0.577 9.101 -18.534
O 1.356 9.133 -17.339
C 1.539 7.847 -16.818
N 1.770 11.026 -19.340
H -0.829 11.516 -20.620
H -1.481 10.014 -19.981
H -0.052 10.028 -21.029
H -0.017 11.133 -18.182
H 1.005 8.540 -19.375
H -0.400 8.641 -18.357
H 0.678 7.354 -16.333
H 2.187 7.894 -15.940
H 1.973 7.168 -17.552
H 1.676 11.831 -19.962
H 2.103 10.274 -19.946
```

- charge = -3
- E_HOMO (eV) = 4.53
- calculated total energy (eV) = -31278.449

Just the Mulliken charges please, in e? Sure, here they are:
1 Pb 1.541
2 O -0.807
3 H 0.134
4 O -0.793
5 H 0.012
6 O -0.873
7 H -0.012
8 O -0.742
9 H 0.014
10 O -0.850
11 H -0.017
12 C -1.338
13 C 0.488
14 C -1.273
15 O 2.905
16 C -4.356
17 N -0.471
18 H 0.398
19 H -0.126
20 H 0.307
21 H 0.551
22 H 0.393
23 H 0.423
24 H 0.313
25 H 0.500
26 H 0.629
27 H 0.198
28 H -0.038
29 C -2.448
30 C 1.394
31 C -1.442
32 O 0.885
33 C -1.276
34 N -0.312
35 H 0.435
36 H 0.536
37 H 0.423
38 H -0.443
39 H 0.386
40 H 0.484
41 H 0.321
42 H 0.050
43 H 0.354
44 H 0.189
45 H 0.355

# 4
Molecular formula: C7H7FN3O4
Method: DFT, ωB97M-V with the def2-TZVPD basis set

Geometry as XYZ:
```
22
Properties=species:S:1:pos:R:3
C -0.215 -0.006 1.846
C 1.099 -0.475 2.029
C 2.056 -0.717 -0.038
C 3.821 1.538 2.193
C -1.038 -0.226 0.882
C 1.473 0.146 -0.894
C -1.925 -0.348 -0.036
N 2.015 -0.817 1.236
N 1.759 0.510 -2.203
N -0.549 1.442 -4.618
O 4.157 2.192 1.305
O -0.510 1.558 -3.384
O 3.387 1.123 3.171
O 0.437 0.834 -5.150
F 3.014 -1.633 -0.470
H -0.487 0.712 2.594
H 1.537 -0.499 3.085
H -2.824 -0.904 -0.106
H 0.862 0.896 -0.359
H -1.913 0.437 -0.821
H 2.268 -0.123 -2.884
H 0.981 1.045 -2.735
```

- charge = -1
- E_HOMO (eV) = -3.90
- calculated total energy (eV) = -22746.515

Just the Mulliken charges please, in e? Sure, here they are:
1 C -0.625
2 C 0.115
3 C 0.343
4 C 0.720
5 C 0.408
6 C -0.197
7 C -0.795
8 N -0.540
9 N -0.470
10 N 0.231
11 O -0.358
12 O -0.548
13 O -0.366
14 O -0.590
15 F -0.344
16 H 0.281
17 H 0.358
18 H 0.312
19 H 0.277
20 H 0.223
21 H 0.249
22 H 0.319

# 5
Molecular formula: C4H25N3O8
Method: DFT, ωB97M-V with the def2-TZVPD basis set

Geometry as XYZ:
```
40
Properties=species:S:1:pos:R:3
N 0.291 2.969 -0.662
C -0.139 3.052 0.743
C -0.077 1.700 1.467
C 0.516 0.508 0.702
N 0.147 -0.703 1.419
C 0.974 -1.727 1.738
N 2.300 -1.530 1.742
O 0.497 -2.813 2.113
H -0.572 2.731 -1.156
H 0.478 3.924 -0.939
H -1.138 3.502 0.736
H 0.503 3.774 1.237
H 0.464 1.937 2.385
H -1.007 1.328 1.911
H 0.127 0.494 -0.314
H 1.561 0.674 0.606
H -0.808 -0.985 1.255
H 2.800 -0.700 1.494
H 2.842 -2.317 2.035
O -0.182 -3.199 -1.886
H -0.557 -3.552 -1.049
H 0.232 -3.945 -2.330
O -1.040 0.860 -3.503
H -0.254 0.596 -3.004
H -0.939 0.390 -4.337
O -1.711 0.056 3.902
H -2.591 0.257 4.238
H -1.515 -0.806 4.287
O -1.406 -3.748 0.530
H -1.618 -4.675 0.622
H -0.658 -3.434 1.091
O -2.431 1.670 -1.307
H -3.239 1.229 -1.038
H -2.203 1.355 -2.201
O 2.109 -1.366 -1.499
H 1.380 -2.005 -1.409
H 1.683 -0.712 -2.071
O 1.658 1.377 -2.602
H 2.074 2.020 -3.178
H 1.444 1.815 -1.769
```

- E_HOMO (eV) = -9.30
- SMILES = NCCCNC(N)=O.O.O.O.O.O.O.O
- calculated total energy (eV) = -25405.663

Just the Mulliken charges please, in e? Sure, here they are:
1 N -0.536
2 C -0.837
3 C -0.678
4 C -0.212
5 N 0.243
6 C 0.427
7 N -0.309
8 O -0.876
9 H 0.176
10 H 0.265
11 H 0.286
12 H 0.451
13 H 0.327
14 H 0.303
15 H -0.136
16 H 0.382
17 H 0.297
18 H 0.155
19 H 0.244
20 O -0.696
21 H 0.376
22 H 0.302
23 O -0.715
24 H 0.398
25 H 0.262
26 O -0.589
27 H 0.286
28 H 0.304
29 O -0.748
30 H 0.285
31 H 0.505
32 O -0.608
33 H 0.266
34 H 0.343
35 O -0.657
36 H 0.353
37 H 0.331
38 O -0.610
39 H 0.256
40 H 0.387

# 6
Molecular formula: C38H35CdN6O11SSi
Method: DFT, ωB97M-V with the def2-TZVPD basis set

Geometry as XYZ:
```
93
Properties=species:S:1:pos:R:3
Cd 0.209 -0.691 0.099
C -0.186 0.195 4.645
C 1.128 0.163 5.071
C 2.142 0.218 4.128
C 1.808 0.277 2.781
N 0.537 0.271 2.371
C -0.428 0.249 3.281
C 2.848 0.370 1.716
C 4.160 0.752 1.976
C 5.062 0.795 0.924
C 4.636 0.472 -0.352
C 3.306 0.126 -0.530
N 2.447 0.086 0.480
H -1.014 0.165 5.341
H 1.367 0.096 6.125
H 3.178 0.186 4.438
H -1.438 0.291 2.896
H 4.475 1.016 2.976
H 6.092 1.081 1.105
H 5.312 0.490 -1.197
H 2.900 -0.133 -1.504
C -1.377 -2.533 -2.143
Si -0.562 -1.129 -3.085
C 0.896 -1.852 -4.044
C -1.858 -0.491 -4.311
N -0.047 0.065 -1.953
C 0.238 1.354 -2.296
C 0.463 1.793 -3.622
C 0.730 3.115 -3.945
C 0.812 4.087 -2.960
C 0.626 3.699 -1.638
C 0.348 2.381 -1.322
O 0.202 1.982 0.016
C -0.529 2.785 0.867
C -1.870 3.031 0.612
C -2.612 3.755 1.532
C -2.020 4.232 2.697
C -0.674 3.993 2.932
C 0.079 3.273 2.013
H -1.869 -3.194 -2.866
H -2.147 -2.153 -1.464
H -0.672 -3.137 -1.559
H 0.569 -2.494 -4.870
H 1.507 -2.453 -3.362
H 1.531 -1.062 -4.459
H -2.524 -1.318 -4.584
H -1.446 -0.079 -5.236
H -2.468 0.288 -3.840
H 0.428 1.063 -4.424
H 0.879 3.379 -4.987
H 1.018 5.122 -3.206
H 0.683 4.424 -0.836
H -2.311 2.633 -0.293
H -3.663 3.942 1.340
H -2.608 4.790 3.417
H -0.204 4.367 3.836
H 1.134 3.069 2.176
C 7.868 -3.349 0.683
C 6.363 -3.359 0.732
C 5.624 -3.923 -0.309
C 4.241 -3.914 -0.288
C 3.570 -3.333 0.781
C 4.286 -2.776 1.825
C 5.676 -2.794 1.797
S 1.787 -3.278 0.770
O 1.421 -2.462 1.927
O 1.330 -4.642 0.760
O 1.480 -2.541 -0.483
H 8.258 -4.300 0.315
H 8.294 -3.167 1.671
H 8.234 -2.566 0.012
H 6.145 -4.375 -1.148
H 3.670 -4.348 -1.102
H 3.746 -2.337 2.654
H 6.233 -2.357 2.621
O -6.168 -1.997 4.722
N -6.325 -1.106 3.896
O -7.316 -0.386 3.855
C -5.266 -0.871 2.937
C -5.408 0.133 1.988
C -4.406 0.375 1.084
C -3.123 -0.326 1.105
O -2.113 0.035 0.481
C -3.140 -1.447 2.040
C -4.141 -1.684 2.944
N -2.021 -2.379 2.050
O -1.804 -3.020 3.056
O -1.384 -2.502 1.020
N -4.699 1.390 0.068
O -5.705 2.080 0.225
O -4.005 1.444 -0.929
H -6.309 0.720 1.948
H -4.052 -2.499 3.644
```

- charge = -1
- E_HOMO (eV) = -4.53
- calculated total energy (eV) = -94712.566

Just the Mulliken charges please, in e? Sure, here they are:
1 Cd 5.737
2 C -1.293
3 C -1.321
4 C -0.676
5 C -0.010
6 N 1.230
7 C -0.673
8 C 0.316
9 C -0.805
10 C -0.778
11 C -0.926
12 C -0.973
13 N 1.193
14 H 0.545
15 H 0.425
16 H 0.440
17 H 0.490
18 H 0.432
19 H 0.442
20 H 0.481
21 H 0.318
22 C -0.750
23 Si 0.202
24 C -1.101
25 C -1.230
26 N 0.112
27 C 0.430
28 C -0.506
29 C -0.982
30 C -0.807
31 C -0.753
32 C -0.366
33 O 0.395
34 C -0.360
35 C -0.185
36 C -0.604
37 C -0.715
38 C -0.667
39 C -0.511
40 H 0.516
41 H -0.047
42 H 0.148
43 H 0.424
44 H 0.120
45 H 0.315
46 H 0.417
47 H 0.343
48 H 0.309
49 H 0.223
50 H 0.373
51 H 0.400
52 H 0.431
53 H 0.701
54 H 0.481
55 H 0.409
56 H 0.435
57 H 0.481
58 C -1.506
59 C 1.089
60 C -0.820
61 C -0.695
62 C -0.323
63 C -0.013
64 C -0.856
65 S 1.433
66 O -0.666
67 O -0.746
68 O -0.967
69 H 0.389
70 H 0.357
71 H 0.278
72 H 0.362
73 H 0.428
74 H 0.581
75 H 0.298
76 O -0.662
77 N 1.051
78 O -0.656
79 C -0.942
80 C -0.204
81 C -0.791
82 C 0.443
83 O -0.980
84 C -0.632
85 C -0.232
86 N 1.067
87 O -0.644
88 O -0.434
89 N 1.244
90 O -0.719
91 O -0.590
92 H 0.689
93 H 0.697

Number 1: strongest force on any atom 1.31 eV Å⁻¹. Number 2: strongest force on any atom 3.19 eV Å⁻¹. Number 3: strongest force on any atom 5.72 eV Å⁻¹. Number 4: strongest force on any atom 4.27 eV Å⁻¹. Number 5: strongest force on any atom 1.43 eV Å⁻¹. Number 6: strongest force on any atom 0.66 eV Å⁻¹.